Density functional theory data (ωB97M-V with the def2-TZVPD basis set) for 3 unconnected molecules or ions with the total composition C3H7O2 at a distorted geometry.

The geometry in XYZ format:
```
12
Properties=species:S:1:pos:R:3
C -1.107 1.378 1.880
O -2.086 1.980 2.226
H -0.123 1.860 1.781
H -1.132 0.325 1.581
H 0.266 0.527 -3.702
C 0.027 -1.085 -0.599
C 0.996 -1.082 0.380
O 1.258 -0.227 1.270
H 0.015 -1.969 -1.213
H -0.574 -0.218 -0.703
H 1.627 -2.013 0.318
H 0.833 0.522 -3.219
```

- DFT total energy (eV) = -7317.7879
- energy above the lowest of the compared OMol25 structures with the same formula, charge and spin (kJ/mol) = 305.26
- LUMO level (eV) = 4.0967
- charge = -1
- E_HOMO (eV) = -2.503